*1*
Entry from the OMol25 dataset: 4 unconnected molecules or ions with the total composition C2H14N2O3 (ωB97M-V/def2-TZVPD).

The geometry in XYZ format:
```
21
Properties=species:S:1:pos:R:3:nbo_charge:R:1
C -0.04 1.80 0.71 -0.427
N 0.17 1.13 -0.58 -0.641
C -1.09 0.85 -1.32 -0.047
N -0.79 0.62 -2.72 -0.851
H -0.87 1.32 1.22 0.199
H 0.87 1.63 1.29 0.216
H -0.19 2.89 0.64 0.181
H 0.63 1.81 -1.18 0.348
H -1.72 1.75 -1.27 0.131
H -1.54 0.01 -0.79 0.194
H -0.33 1.37 -3.19 0.360
H -1.63 0.32 -3.18 0.371
H 1.04 -0.54 -0.51 0.503
H 2.23 -1.49 -0.96 0.476
O 1.67 -1.23 -0.24 -1.008
H -0.74 -1.56 1.18 0.471
H -0.94 -2.92 1.71 0.464
O -1.37 -2.31 1.12 -0.935
H 1.46 -2.33 3.29 0.461
H 1.64 -1.68 1.92 0.494
O 1.54 -1.45 2.86 -0.959
```

Calculated values
HOMO level ... -9.3 eV
Structure (SMILES) ... CNCN.O.O.O
Kohn-Sham gap ... 10.1 eV

*2*
Entry from the OMol25 dataset: 4 unconnected molecules or ions with the total composition C2H14N2O3 (ωB97M-V/def2-TZVPD).

The geometry in XYZ format:
```
21
Properties=species:S:1:pos:R:3:nbo_charge:R:1
C -2.04 -0.74 1.59 -0.432
N -1.39 -0.59 0.24 -0.665
C -0.11 0.18 0.25 -0.034
N 0.08 1.10 -0.87 -0.819
H -2.74 -1.57 1.78 0.213
H -2.54 0.15 2.05 0.182
H -1.13 -1.06 2.27 0.194
H -2.05 -0.05 -0.42 0.359
H -0.26 0.84 1.24 0.110
H 0.67 -0.48 0.40 0.177
H -0.64 1.86 -0.84 0.361
H 0.87 1.53 -0.45 0.355
H -1.72 -2.18 -2.82 0.461
H -0.74 -1.58 -1.84 0.481
O -0.91 -1.68 -2.81 -0.947
H 2.73 -0.83 2.79 0.462
H 3.81 -1.55 2.10 0.464
O 3.21 -1.68 2.84 -0.925
H 1.17 2.36 -2.93 0.475
H 2.24 2.83 -2.06 0.457
O 1.49 3.13 -2.52 -0.930
```

Calculated values
HOMO level ... -9.2 eV
Structure (SMILES) ... CNCN.O.O.O
Kohn-Sham gap ... 9.6 eV

*3*
Entry from the OMol25 dataset: 4 unconnected molecules or ions with the total composition C2H14N2O3 (ωB97M-V/def2-TZVPD).

The geometry in XYZ format:
```
21
Properties=species:S:1:pos:R:3:nbo_charge:R:1
N -0.53 2.06 -1.92 -0.807
C -1.49 1.38 -1.13 -0.235
C -0.88 0.17 -0.38 -0.245
N 0.10 0.65 0.61 -0.823
H -0.08 2.66 -1.32 0.362
H 0.02 1.38 -2.23 0.344
H -2.08 1.94 -0.30 0.185
H -2.42 1.10 -1.67 0.186
H -0.44 -0.66 -0.95 0.186
H -1.68 -0.49 0.17 0.151
H 0.66 -0.09 0.79 0.350
H -0.48 0.83 1.39 0.346
H 2.83 -0.41 -2.16 0.472
H 3.88 -0.15 -1.17 0.474
O 2.98 -0.60 -1.22 -0.945
H 1.76 -2.61 -1.20 0.484
H 0.67 -3.63 -1.72 0.468
O 1.56 -3.21 -1.94 -0.951
H -2.22 -0.02 5.12 0.476
H -0.70 -0.43 5.48 0.476
O -1.47 0.12 5.74 -0.953
```

Calculated values
HOMO level ... -9.2 eV
Structure (SMILES) ... NCCN.O.O.O
Kohn-Sham gap ... 9.6 eV

*4*
Entry from the OMol25 dataset: 4 unconnected molecules or ions with the total composition C2H14N2O3 (ωB97M-V/def2-TZVPD).

The geometry in XYZ format:
```
21
Properties=species:S:1:pos:R:3:nbo_charge:R:1
C 0.37 1.19 -1.85 -0.222
C -0.22 -0.01 -1.16 -0.239
N -1.39 -0.54 -1.89 -0.825
N 1.60 1.67 -1.16 -0.849
H -0.29 2.06 -1.91 0.184
H 0.59 1.04 -2.91 0.167
H -0.59 0.38 -0.21 0.197
H 0.58 -0.70 -0.93 0.174
H -1.04 -1.30 -2.47 0.354
H -2.03 -0.93 -1.21 0.361
H 2.07 2.32 -1.77 0.361
H 2.26 0.91 -1.17 0.346
H -0.58 2.92 0.51 0.461
H 0.81 2.37 0.78 0.490
O 0.08 2.83 1.23 -0.960
H -1.85 -3.37 3.68 0.457
H -0.84 -3.17 2.70 0.463
O -0.99 -3.76 3.46 -0.920
H 1.18 -0.96 2.00 0.479
H -0.13 -1.39 2.52 0.462
O 0.43 -1.56 1.77 -0.940
```

Calculated values
HOMO level ... -9.8 eV
Structure (SMILES) ... NCCN.O.O.O
Kohn-Sham gap ... 10.3 eV

If you had to name the least stable structure above, which would it be? It would be *2*.